1.
{"formula": "C32H46ClN7O4S2SbSe4Si2W", "method": "ωB97M-V with the def2-TZVPD basis set", "spin_multiplicity": 1, "e_above_lowest_kcal_mol": 60.1, "lumo_ha": [-0.1350, -0.1350], "fmax_ev_per_a": 0.73, "charge": 1, "homo_ha": [-0.3687, -0.3687], "species": ["W", "C", "Si", "C", "C", "N", "C", "C", "C", "C", "C", "C", "N", "Si", "C", "C", "C", "H", "H", "H", "H", "H", "H", "H", "H", "H", "H", "H", "H", "H", "H", "H", "H", "H", "H", "H", "H", "H", "H", "O", "C", "O", "C", "C", "Cl", "N", "N", "C", "C", "O", "O", "C", "C", "C", "C", "C", "C", "H", "H", "H", "H", "H", "H", "Se", "Sb", "Se", "Se", "Se", "C", "C", "N", "C", "C", "N", "C", "C", "H", "H", "H", "H", "H", "H", "H", "H", "H", "H", "H", "H", "H", "S", "C", "N", "C", "C", "S", "H", "H", "H", "H", "H"], "positions_angstrom": [[-0.24, 0.07, 0.80], [0.76, 3.86, 0.32], [0.90, 3.14, 2.04], [2.69, 3.26, 2.56], [-0.30, 4.20, 3.05], [0.34, 1.44, 2.23], [0.42, 0.96, 3.52], [0.87, 1.67, 4.65], [0.98, 1.05, 5.87], [0.65, -0.30, 6.01], [0.19, -1.01, 4.92], [0.06, -0.39, 3.67], [-0.35, -1.01, 2.48], [-1.01, -2.71, 2.74], [-2.26, -2.58, 4.15], [0.50, -3.76, 3.04], [-1.99, -3.59, 1.41], [0.97, 4.92, 0.48], [-0.22, 3.80, -0.15], [1.51, 3.50, -0.38], [2.85, 4.00, 3.34], [3.30, 3.55, 1.70], [3.06, 2.30, 2.92], [0.24, 4.99, 3.58], [-0.85, 3.63, 3.80], [-1.01, 4.71, 2.40], [1.16, 2.71, 4.57], [1.33, 1.61, 6.73], [0.75, -0.79, 6.96], [-0.04, -2.05, 5.06], [-2.35, -1.57, 4.56], [-2.00, -3.24, 4.98], [-3.24, -2.89, 3.78], [1.17, -3.39, 3.80], [1.05, -3.82, 2.10], [0.20, -4.78, 3.30], [-2.79, -3.02, 0.94], [-2.46, -4.40, 1.98], [-1.39, -4.06, 0.63], [2.08, 1.11, -4.79], [1.88, 2.18, -4.01], [2.54, 3.18, -4.10], [0.78, 2.02, -3.00], [-0.54, 2.37, -3.11], [-1.37, 3.06, -4.42], [-1.19, 1.98, -1.98], [-0.32, 1.41, -1.13], [0.86, 1.43, -1.74], [2.01, 0.83, -1.02], [3.10, 0.73, -1.51], [1.67, 0.43, 0.18], [-2.61, 2.06, -1.77], [-3.10, 3.41, -1.51], [-4.23, 3.95, -2.01], [-5.16, 3.30, -2.91], [-5.54, 2.03, -2.89], [-3.32, 0.93, -1.91], [1.40, 0.43, -4.63], [-2.41, 4.06, -0.98], [-4.39, 5.00, -1.82], [-5.58, 3.94, -3.69], [-6.20, 1.63, -3.65], [-2.83, 0.01, -2.22], [-3.76, -3.09, -3.14], [-1.52, -3.01, -3.83], [-0.12, -4.87, -4.27], [-0.52, -0.82, -3.87], [-0.63, -1.71, -0.56], [3.79, -4.49, -3.58], [3.44, -4.53, -2.07], [3.30, -3.18, -1.54], [4.58, -2.49, -1.57], [5.20, -2.55, -2.98], [4.13, -3.06, -3.91], [2.90, -2.20, -3.78], [2.34, -2.45, -2.37], [2.94, -4.75, -4.20], [4.65, -5.10, -3.84], [4.23, -5.05, -1.51], [2.51, -5.08, -1.94], [5.26, -2.96, -0.85], [4.42, -1.46, -1.26], [6.04, -3.24, -3.05], [5.51, -1.57, -3.35], [4.47, -3.01, -4.86], [2.20, -2.50, -4.56], [3.21, -1.17, -3.94], [1.42, -3.04, -2.43], [2.10, -1.50, -1.90], [-5.05, 0.89, -1.62], [-2.25, 0.82, 1.18], [-2.59, 2.05, 1.45], [-4.00, 2.37, 1.71], [-4.71, 1.03, 1.95], [-3.58, -0.25, 1.31], [-1.89, 2.78, 1.48], [-4.41, 2.88, 0.84], [-4.07, 3.02, 2.58], [-5.64, 0.97, 1.40], [-4.89, 0.83, 3.00]]}

2.
{"formula": "C54H42N11O4S2SeSiTl", "method": "ωB97M-V with the def2-TZVPD basis set", "spin_multiplicity": 1, "e_above_lowest_kcal_mol": 72.0, "lumo_ha": [0.0376, 0.0365], "fmax_ev_per_a": 3.70, "charge": -2, "homo_ha": [-0.0450, -0.0418], "species": ["Tl", "C", "C", "C", "C", "C", "N", "C", "N", "C", "C", "C", "C", "C", "C", "C", "C", "N", "C", "N", "C", "N", "C", "N", "C", "N", "C", "C", "C", "C", "C", "C", "C", "C", "C", "C", "C", "C", "N", "C", "C", "H", "H", "H", "H", "H", "H", "H", "H", "H", "H", "H", "H", "H", "H", "H", "H", "C", "C", "C", "C", "C", "C", "C", "S", "O", "O", "N", "C", "C", "O", "O", "H", "H", "H", "H", "H", "H", "H", "H", "H", "S", "C", "C", "C", "N", "C", "C", "C", "C", "C", "N", "C", "C", "H", "H", "H", "H", "H", "H", "H", "H", "C", "Si", "C", "C", "Se", "H", "H", "H", "H", "H", "H", "H", "H", "H"], "positions_angstrom": [[0.26, -0.80, 1.13], [1.12, 5.84, 2.10], [2.39, 5.70, 1.57], [3.05, 4.48, 1.42], [2.39, 3.38, 1.92], [2.73, 1.93, 1.86], [1.74, 1.22, 2.37], [0.75, 2.07, 2.77], [-0.31, 1.74, 3.51], [-0.51, 0.55, 4.01], [-1.69, 0.22, 4.89], [-2.73, 1.10, 5.27], [-3.80, 0.52, 5.89], [-3.85, -0.90, 6.11], [-2.81, -1.70, 5.75], [-1.68, -1.14, 5.11], [-0.50, -1.69, 4.41], [-0.31, -3.00, 4.37], [0.82, -3.40, 3.79], [1.83, -2.61, 3.39], [2.79, -3.47, 2.89], [3.99, -3.11, 2.43], [4.39, -1.90, 2.09], [3.65, -0.79, 2.28], [4.34, 0.28, 1.74], [3.95, 1.52, 1.59], [5.65, -0.15, 1.31], [6.73, 0.59, 0.86], [7.89, -0.12, 0.54], [8.05, -1.48, 0.84], [6.93, -2.20, 1.27], [5.73, -1.55, 1.49], [2.38, -4.88, 3.04], [3.04, -6.09, 2.64], [2.39, -7.27, 3.09], [1.18, -7.23, 3.80], [0.47, -6.02, 3.94], [1.10, -4.82, 3.57], [0.13, -0.66, 3.75], [1.08, 3.46, 2.37], [0.43, 4.73, 2.51], [0.67, 6.80, 2.24], [2.96, 6.55, 1.10], [4.06, 4.43, 1.00], [-2.70, 2.15, 4.97], [-4.65, 1.12, 6.22], [-4.72, -1.37, 6.51], [-2.83, -2.78, 5.85], [6.71, 1.69, 0.95], [8.71, 0.43, 0.06], [9.01, -1.92, 0.82], [6.96, -3.25, 1.51], [4.06, -6.07, 2.20], [2.88, -8.21, 2.89], [0.87, -8.10, 4.29], [-0.59, -6.05, 4.26], [-0.62, 4.83, 2.83], [-2.57, 0.11, -6.91], [-2.55, -0.26, -5.44], [-3.27, -1.42, -5.03], [-3.05, -1.93, -3.75], [-2.21, -1.27, -2.88], [-1.64, -0.07, -3.20], [-1.77, 0.41, -4.53], [-1.80, -1.92, -1.34], [-1.99, -3.37, -1.22], [-2.53, -0.99, -0.51], [-0.21, -1.62, -1.36], [0.51, -2.88, -1.44], [1.96, -2.68, -0.90], [2.96, -2.93, -1.59], [2.02, -2.17, 0.31], [-2.46, 1.19, -7.08], [-3.51, -0.26, -7.39], [-1.75, -0.34, -7.45], [-3.99, -1.86, -5.74], [-3.55, -2.87, -3.42], [-1.02, 0.49, -2.49], [-1.17, 1.30, -4.91], [0.70, -3.11, -2.47], [0.08, -3.80, -0.95], [-6.19, 4.63, -1.39], [-4.58, 4.31, -0.92], [-3.54, 5.08, -1.46], [-2.24, 4.97, -0.92], [-1.95, 3.98, -0.02], [-2.99, 3.28, 0.48], [-4.31, 3.31, 0.06], [-6.83, 3.01, -1.67], [-6.48, 2.33, -2.83], [-7.11, 1.07, -3.08], [-8.05, 0.57, -2.24], [-8.44, 1.32, -1.22], [-7.87, 2.51, -0.88], [-3.71, 5.62, -2.40], [-1.46, 5.57, -1.27], [-2.76, 2.62, 1.27], [-5.10, 2.67, 0.40], [-5.68, 2.70, -3.52], [-6.85, 0.50, -4.00], [-9.27, 0.93, -0.67], [-8.20, 3.04, 0.05], [3.59, 0.26, -2.64], [2.65, 0.81, -4.15], [3.75, 1.26, -5.62], [1.59, -0.69, -4.65], [1.33, 2.57, -3.59], [4.28, -0.61, -2.87], [2.88, -0.05, -1.86], [4.19, 1.05, -2.15], [4.29, 0.31, -5.97], [4.51, 1.99, -5.30], [3.16, 1.69, -6.48], [0.92, -0.96, -3.78], [2.35, -1.48, -4.78], [1.01, -0.54, -5.61]]}

3.
{"formula": "C4H11OS", "method": "ωB97M-V with the def2-TZVPD basis set", "spin_multiplicity": 3, "e_above_lowest_kcal_mol": 22.1, "lumo_ha": [-0.1258, -0.3397], "fmax_ev_per_a": 8.26, "charge": 1, "homo_ha": [-0.3535, -0.5918], "species": ["C", "C", "C", "C", "O", "S", "H", "H", "H", "H", "H", "H", "H", "H", "H", "H", "H"], "positions_angstrom": [[2.22, -0.38, -0.11], [-2.03, 0.31, 0.97], [-0.62, 0.57, -1.53], [1.09, -0.33, 0.82], [-0.97, -1.90, -0.31], [-0.66, -0.50, -0.09], [2.02, -1.01, -0.98], [2.52, 0.61, -0.50], [3.14, -0.69, 0.46], [-2.18, -0.07, 2.01], [-2.92, 0.24, 0.51], [-1.76, 1.42, 1.01], [0.27, 0.49, -1.97], [-0.69, 1.64, -1.13], [-1.55, 0.45, -2.14], [1.01, 0.44, 1.55], [1.12, -1.29, 1.43]]}

no.,DFT total energy (eV)
1,-372246.57949
2,-180847.44359
3,-17193.69340